{"formula": "C35H52KN3O3", "method": "ωB97M-V with the def2-TZVPD basis set", "energy_ev": -64079.7229, "largest_force_ev_per_a": 0.33, "charge": -2, "homo_ev": -0.76, "e_above_lowest_kj_mol": 0.0, "lumo_energy_ev": 4.246, "symbols": ["K", "C", "C", "O", "C", "C", "C", "N", "N", "C", "O", "C", "C", "C", "C", "C", "C", "H", "H", "H", "H", "H", "H", "H", "H", "H", "H", "H", "H", "C", "C", "C", "C", "C", "C", "C", "C", "C", "C", "C", "C", "C", "C", "C", "C", "C", "H", "H", "H", "H", "H", "H", "H", "H", "H", "H", "H", "H", "H", "H", "H", "H", "H", "H", "H", "H", "H", "H", "H", "H", "H", "H", "H", "H", "H", "O", "C", "C", "C", "C", "C", "C", "N", "H", "H", "H", "H", "H", "H", "H", "H", "H", "H", "H"], "positions_angstrom": [[-0.5128, -0.8586, -0.6205], [-5.0280, -1.3373, -2.0255], [-3.6086, -0.7687, -2.1257], [-2.7075, -1.4993, -1.6449], [-3.4903, 0.4711, -2.7611], [-2.3111, 1.2312, -3.0795], [-2.5335, 2.4428, -3.9677], [-1.1207, 0.9495, -2.6507], [-0.1173, 1.7769, -3.1668], [0.9575, 1.8081, -2.4243], [1.1554, 1.2776, -1.2763], [2.0867, 2.6201, -3.0075], [3.2545, 2.7744, -2.2654], [4.3202, 3.5182, -2.7585], [4.2341, 4.1215, -4.0052], [3.0697, 3.9711, -4.7541], [2.0089, 3.2284, -4.2616], [-5.2148, -1.6325, -0.9906], [-5.0811, -2.2439, -2.6345], [-5.8004, -0.6388, -2.3516], [-4.4188, 0.9026, -3.1169], [-3.5970, 2.5938, -4.1573], [-2.0156, 2.3032, -4.9194], [-2.1056, 3.3387, -3.5152], [3.2974, 2.2876, -1.2994], [5.2240, 3.6249, -2.1685], [5.0648, 4.7006, -4.3934], [2.9938, 4.4361, -5.7314], [1.0960, 3.0968, -4.8274], [1.9520, -2.3371, 0.7358], [1.1728, -1.9456, 1.8527], [-0.0295, -2.7292, 1.8130], [0.0847, -3.5847, 0.6874], [1.2905, -3.3415, 0.0167], [1.8144, -4.0355, -1.2237], [0.7394, -4.9297, -1.8451], [2.2563, -3.0064, -2.2727], [3.0240, -4.9119, -0.8611], [-1.2256, -2.8728, 2.7644], [-1.8122, -1.5505, 3.2729], [-0.8495, -3.7606, 3.9659], [-2.3920, -3.5783, 2.0478], [1.6722, -0.8466, 2.7985], [0.9463, 0.4906, 2.5644], [1.5844, -1.2497, 4.2780], [3.1601, -0.5552, 2.5427], [2.9122, -1.9224, 0.4637], [-0.6800, -4.2625, 0.3400], [-0.1429, -4.3459, -2.1151], [0.4282, -5.7072, -1.1435], [1.1241, -5.4157, -2.7484], [1.4101, -2.3977, -2.5988], [2.6785, -3.5024, -3.1550], [3.0080, -2.3296, -1.8641], [2.7336, -5.6624, -0.1221], [3.8148, -4.3007, -0.4215], [3.4267, -5.4236, -1.7445], [-1.1206, -0.9903, 3.8971], [-2.7023, -1.7547, 3.8802], [-2.1084, -0.9093, 2.4419], [-0.0298, -3.3339, 4.5440], [-0.5258, -4.7402, 3.6067], [-1.7091, -3.9000, 4.6344], [-2.6827, -3.0442, 1.1408], [-3.2576, -3.6210, 2.7179], [-2.1352, -4.6023, 1.7740], [-0.1305, 0.4090, 2.6797], [1.1409, 0.8388, 1.5463], [1.3161, 1.2573, 3.2589], [0.5629, -1.4053, 4.6140], [2.0265, -0.4688, 4.9084], [2.1360, -2.1792, 4.4425], [3.3182, -0.1559, 1.5405], [3.7641, -1.4580, 2.6558], [3.5114, 0.1937, 3.2612], [-2.0770, 1.0103, 1.0123], [-1.8890, 2.1942, 0.7485], [-2.8416, 3.2716, 1.2516], [-2.2088, 4.2468, 2.2744], [-0.6778, 4.2828, 2.2925], [-0.0321, 4.7562, 0.9912], [-0.5917, 4.0268, -0.2377], [-0.8524, 2.6324, 0.0207], [-3.6856, 2.7471, 1.6944], [-3.2186, 3.8186, 0.3845], [-2.5410, 3.9599, 3.2751], [-2.5938, 5.2576, 2.1002], [-0.3097, 3.2796, 2.5213], [-0.3492, 4.9268, 3.1141], [1.0456, 4.5834, 1.0530], [-0.1801, 5.8347, 0.8621], [0.1144, 4.0730, -1.0673], [-1.5041, 4.5255, -0.5804], [-0.1826, 1.9555, -0.3826]], "lowdin_charge": [0.76, -0.07, -0.55, -0.18, -0.07, -0.37, -0.08, -0.01, 0.03, -0.54, -0.17, -0.14, -0.04, -0.11, -0.14, -0.12, -0.05, 0.06, 0.06, 0.05, 0.05, 0.05, 0.06, 0.05, 0.10, 0.09, 0.08, 0.08, 0.10, -0.09, -0.18, -0.19, -0.10, -0.28, -0.57, -0.07, -0.05, -0.07, -0.53, -0.05, -0.06, -0.07, -0.52, -0.05, -0.07, -0.09, 0.09, 0.08, 0.09, 0.08, 0.07, 0.08, 0.07, 0.08, 0.08, 0.07, 0.07, 0.05, 0.07, 0.07, 0.05, 0.08, 0.07, 0.09, 0.07, 0.07, 0.05, 0.08, 0.08, 0.04, 0.07, 0.08, 0.08, 0.08, 0.07, 0.00, -0.49, -0.10, -0.19, -0.21, -0.17, -0.17, 0.10, 0.11, 0.11, 0.10, 0.10, 0.10, 0.10, 0.11, 0.10, 0.12, 0.11, 0.08]}


{"formula": "C3H4F2", "method": "ωB97M-V with the def2-TZVPD basis set", "energy_ev": -8608.7497, "largest_force_ev_per_a": 5.38, "homo_ev": -10.62, "e_above_lowest_kj_mol": 131.6, "smiles": "C=CC(F)F", "lumo_energy_ev": 1.133, "symbols": ["C", "C", "C", "F", "F", "H", "H", "H", "H"], "positions_angstrom": [[-0.1188, 0.3078, -0.9539], [-0.0988, -0.2927, 0.2021], [-0.0664, 0.6864, 1.6367], [-1.1843, 1.2240, 2.0150], [0.8349, 1.6591, 1.4385], [-0.1686, -0.2049, -1.9913], [-0.3742, 1.2663, -1.0263], [0.1207, -1.2988, 0.1791], [0.2109, -0.0270, 2.3493]], "lowdin_charge": [-0.02, -0.03, -0.40, 0.11, 0.07, 0.10, 0.01, 0.05, 0.11]}


{"formula": "C4H6F2KNO7S2", "method": "ωB97M-V with the def2-TZVPD basis set", "energy_ev": -63498.5162, "largest_force_ev_per_a": 2.40, "homo_ev": -10.06, "e_above_lowest_kj_mol": 9.5, "lumo_energy_ev": -1.426, "symbols": ["K", "N", "S", "O", "O", "F", "S", "O", "O", "F", "C", "C", "C", "O", "C", "O", "O", "H", "H", "H", "H", "H", "H"], "positions_angstrom": [[2.2372, -1.5948, 0.9199], [1.9870, -0.8952, -1.6584], [1.2483, -0.1427, -2.8482], [0.4607, -1.0173, -3.6471], [2.0306, 0.8529, -3.4634], [0.1647, 0.6602, -1.9924], [2.6403, -2.2181, -2.3601], [3.3768, -2.0015, -3.5397], [1.9399, -3.4271, -2.1272], [3.8445, -2.2847, -1.2329], [-0.0350, 1.0072, 1.0992], [-1.1864, 0.4142, 1.8684], [-1.9536, 1.4623, 2.7234], [-3.2601, 1.4569, 2.1717], [-3.3548, 0.5690, 1.1454], [-4.3085, 0.4052, 0.4746], [-2.1785, -0.0735, 0.9646], [-0.3651, 1.9337, 0.6189], [0.3181, 0.4586, 0.2180], [0.8398, 1.2140, 1.7222], [-0.8808, -0.3849, 2.5505], [-1.5086, 2.4502, 2.6318], [-2.0565, 1.1554, 3.7607]], "lowdin_charge": [0.92, -0.41, 0.46, -0.26, -0.24, -0.19, 0.50, -0.23, -0.26, -0.29, -0.04, -0.31, -0.08, 0.07, -0.55, 0.19, 0.09, 0.11, 0.04, 0.09, 0.14, 0.13, 0.13]}


{"formula": "C6H10O", "method": "ωB97M-V with the def2-TZVPD basis set", "energy_ev": -8429.2349, "largest_force_ev_per_a": 0.58, "homo_ev": -10.08, "e_above_lowest_kj_mol": 193.5, "smiles": "C#C[C@](C)(O)CC", "lumo_energy_ev": 0.970, "symbols": ["C", "C", "C", "C", "O", "C", "C", "H", "H", "H", "H", "H", "H", "H", "H", "H", "H"], "positions_angstrom": [[0.0004, -1.7933, -0.7461], [-0.6817, -0.4093, -0.7328], [-0.2655, 0.6640, 0.3663], [-0.0493, 2.0220, -0.3039], [-1.3136, 0.8828, 1.3076], [0.9412, 0.1609, 1.0451], [1.8256, -0.5726, 1.4097], [-0.6770, -2.6102, -0.4816], [0.8147, -1.8187, -0.0249], [0.4518, -2.0257, -1.7161], [-1.7625, -0.5146, -0.5980], [-0.5339, 0.0653, -1.7089], [0.0916, 2.8171, 0.4342], [0.8216, 1.9866, -0.9640], [-0.9377, 2.2583, -0.8981], [-1.3226, 0.1449, 1.9305], [2.5969, -1.2574, 1.6808]], "lowdin_charge": [-0.10, -0.14, -0.57, -0.03, -0.02, -0.07, 0.12, 0.07, 0.02, 0.07, 0.11, 0.10, 0.09, 0.09, 0.09, 0.10, 0.04]}


{"formula": "C28H24Cl2O5", "method": "ωB97M-V with the def2-TZVPD basis set", "energy_ev": -64705.5752, "largest_force_ev_per_a": 1.46, "homo_ev": -6.40, "lumo_energy_ev": -3.098, "symbols": ["Cl", "C", "C", "C", "C", "C", "C", "C", "C", "C", "C", "C", "Cl", "C", "C", "C", "C", "H", "H", "H", "H", "H", "H", "H", "H", "H", "H", "H", "C", "O", "C", "C", "C", "C", "C", "C", "O", "O", "C", "C", "C", "O", "C", "O", "C", "C", "H", "H", "H", "H", "H", "H", "H", "H", "H", "H", "H", "H", "H"], "positions_angstrom": [[5.7023, 1.2730, -4.1966], [5.1918, 1.3889, -2.5706], [4.9677, 2.6577, -2.0085], [4.6045, 2.7507, -0.6711], [4.4584, 1.6047, 0.1350], [4.0294, 1.7560, 1.4936], [3.3095, 0.7515, 2.1358], [2.6724, 0.8930, 3.3557], [1.9454, -0.1725, 3.9730], [1.1533, 0.0914, 5.1218], [0.5139, -0.9398, 5.8002], [0.6504, -2.2608, 5.3336], [-0.0407, -3.5407, 6.2188], [1.3819, -2.5437, 4.1679], [2.0062, -1.5105, 3.4864], [4.6522, 0.3305, -0.4655], [5.0205, 0.2253, -1.8030], [5.0937, 3.5501, -2.6208], [4.3941, 3.7223, -0.2255], [4.0874, 2.7349, 1.9620], [3.1991, -0.1863, 1.6010], [2.7179, 1.8654, 3.8505], [1.0529, 1.1262, 5.4456], [-0.0844, -0.7298, 6.6859], [1.4593, -3.5731, 3.8062], [2.5550, -1.7336, 2.5662], [4.5085, -0.5687, 0.1329], [5.1796, -0.7540, -2.2561], [6.1954, 6.7111, -3.0432], [5.3546, 6.8360, -1.8672], [5.7394, 6.0827, -0.8041], [4.9309, 6.1481, 0.3616], [5.2997, 5.4266, 1.4725], [6.4250, 4.5447, 1.4905], [6.7164, 3.7205, 2.6233], [7.9912, 2.9984, 2.6947], [8.8603, 2.9360, 1.8440], [8.2829, 2.3403, 3.8672], [7.2218, 2.1297, 4.8090], [6.2742, 1.0444, 4.3221], [7.9047, 1.8034, 6.1422], [6.5140, 3.3654, 5.0109], [6.0797, 4.0358, 3.8956], [5.1939, 4.8589, 4.1093], [7.2250, 4.5278, 0.3137], [6.9011, 5.2621, -0.8104], [5.6668, 7.2516, -3.8219], [7.1893, 7.1450, -2.8595], [6.3147, 5.6521, -3.3177], [4.0587, 6.8025, 0.3927], [4.7751, 5.5521, 2.4139], [5.8140, 1.3276, 3.3613], [6.8433, 0.1124, 4.1880], [5.4820, 0.8953, 5.0712], [8.5684, 2.6324, 6.4052], [7.1487, 1.6827, 6.9234], [8.4984, 0.8902, 6.0316], [8.1391, 3.9468, 0.3157], [7.5671, 5.2002, -1.6797]], "lowdin_charge": [0.72, -0.66, -0.07, 0.01, -0.19, 0.04, -0.08, 0.02, -0.21, -0.01, -0.08, -0.68, 0.72, -0.09, 0.00, 0.00, -0.08, 0.10, 0.10, 0.12, 0.09, 0.14, 0.12, 0.11, 0.11, 0.11, 0.11, 0.11, -0.07, -0.09, -0.29, -0.01, -0.03, -0.16, -0.03, -0.41, 0.08, 0.06, -0.54, 0.01, 0.02, 0.06, -0.43, 0.05, -0.01, -0.04, 0.09, 0.10, 0.08, 0.12, 0.09, 0.06, 0.10, 0.10, 0.10, 0.09, 0.09, 0.10, 0.11]}


{"formula": "C3H4Cl2", "method": "ωB97M-V with the def2-TZVPD basis set", "energy_ev": -28217.3447, "largest_force_ev_per_a": 5.56, "homo_ev": -10.15, "e_above_lowest_kj_mol": 271.6, "lumo_energy_ev": 0.902, "symbols": ["C", "C", "C", "H", "H", "H", "H", "Cl", "Cl"], "positions_angstrom": [[0.7241, 0.2127, -0.0352], [-0.4649, -0.6081, -0.7596], [-0.3799, 0.0097, 0.8081], [-0.5145, -1.7164, -1.1351], [-1.0092, 0.2412, -1.4322], [-0.9864, 1.0074, 1.2343], [-0.6616, -0.8405, 1.4739], [0.9281, 1.9445, -0.1639], [2.3642, -0.2506, 0.0098]], "lowdin_charge": [-1.36, -0.08, -0.25, 0.12, 0.12, 0.15, 0.10, 0.60, 0.61]}


{"formula": "C4H13N4", "method": "ωB97M-V with the def2-TZVPD basis set", "energy_ev": -10311.2491, "largest_force_ev_per_a": 4.93, "charge": 1, "homo_ev": -13.75, "e_above_lowest_kj_mol": 274.0, "lumo_energy_ev": -3.030, "symbols": ["C", "C", "C", "C", "N", "N", "N", "N", "H", "H", "H", "H", "H", "H", "H", "H", "H", "H", "H", "H", "H"], "positions_angstrom": [[2.2197, -1.1620, 0.0038], [4.4427, -0.5987, 0.1500], [-3.3859, -0.0848, -0.3156], [0.7831, -1.0548, 0.4559], [3.0993, -0.4525, 0.5455], [-0.7475, 1.4196, -0.6819], [-0.3081, -1.0219, 0.8421], [-2.8350, 0.7913, 0.7938], [2.3724, -1.9011, -0.8696], [5.0859, 0.2968, 0.3186], [4.5693, -1.1196, -0.8538], [4.8371, -1.2049, 0.9309], [-2.7822, -1.0266, -0.5305], [-4.4609, -0.4465, -0.1182], [-3.4360, 0.6070, -1.1243], [-0.0917, 1.6123, 0.0074], [-0.3684, 0.6133, -1.2537], [-1.8977, 1.0806, 0.2871], [-3.5348, 1.4316, 1.1834], [-0.8690, 2.2880, -1.2019], [-2.6923, -0.0670, 1.4310]], "lowdin_charge": [-0.18, -0.12, -0.09, -0.15, -0.01, 0.06, 0.15, 0.05, 0.15, 0.10, 0.11, 0.08, 0.11, 0.12, 0.06, 0.03, 0.09, 0.04, 0.16, 0.09, 0.15]}